Record 1
Computed, not measured: C3H6N2O in the gas phase at a distorted geometry, with ωB97M-V/def2-TZVPD.

Structure (XYZ):
```
12
Properties=species:S:1:pos:R:3:forces:R:3:lowdin_charge:R:1
H -0.270587 1.335854 1.500520 0.12 -0.03 -0.14 0.124
H 0.216238 -1.512016 -1.260696 0.11 0.00 0.04 0.082
C -0.327122 0.885727 -1.494592 0.25 0.57 -0.70 -0.190
H 1.178375 -1.033234 1.154388 0.25 0.11 0.21 0.077
O 0.769170 -0.365969 1.718898 -0.09 -0.18 -0.09 -0.065
C 0.314749 0.660212 0.871266 -0.06 0.25 -0.07 -0.211
C -0.615986 0.111406 -0.276873 -0.03 0.17 0.09 -0.350
H 1.155582 1.229038 0.447039 -0.15 -0.19 0.02 0.119
H -0.278378 -1.813570 0.298443 -0.22 -0.13 -0.16 0.069
N -0.002868 1.515536 -2.408783 -0.39 -0.63 0.84 0.158
H -1.658553 0.298536 0.008355 0.16 0.01 -0.06 0.140
N -0.480618 -1.311520 -0.557964 0.05 0.07 0.02 0.048
```
Positions in Å, forces in eV/Å.

Summary:
Total energy, hartree: -302.63114
SMILES: N#C[C@@H](N)CO
Charge: 0
Strongest force on any atom, Eh/bohr: 0.0217
Kohn-Sham gap, Eh: 0.3981
LUMO energy, hartree: 0.02025

Record 2
Computed, not measured: C3H6N2O in the gas phase at a distorted geometry, with ωB97M-V/def2-TZVPD.

Structure (XYZ):
```
12
Properties=species:S:1:pos:R:3:forces:R:3:lowdin_charge:R:1
N 2.298892 -0.264280 -1.561046 -0.69 -0.09 0.79 0.149
H -0.811019 -0.251058 -1.541852 0.01 -0.02 0.18 0.120
H 0.479628 1.737120 0.424030 0.07 -0.07 0.00 0.091
H -1.102594 -1.664558 -0.502334 0.12 0.11 -0.16 0.126
H 0.578154 -1.120866 0.996649 -0.02 0.14 -0.18 0.147
C 1.496889 -0.325720 -0.729471 0.76 -0.04 -0.62 -0.191
H -1.829022 0.915734 0.281958 -0.07 -0.11 0.20 0.078
C 0.409403 -0.314676 0.273552 -0.09 -0.09 0.01 -0.359
N 0.348236 0.930780 1.026740 0.17 0.16 -0.07 0.043
C -0.920676 -0.586583 -0.498690 0.10 -0.22 -0.20 -0.238
O -2.034740 -0.010972 0.107617 -0.19 0.17 0.14 -0.054
H 1.086847 0.955080 1.722848 -0.17 0.05 -0.09 0.088
```
Positions in Å, forces in eV/Å.

Summary:
Total energy, hartree: -302.63663
SMILES: N#C[C@@H](N)CO
Charge: 0
Strongest force on any atom, Eh/bohr: 0.0205
Kohn-Sham gap, Eh: 0.4164
LUMO energy, hartree: 0.02216

Record 3
Computed, not measured: C3H6N2O in the gas phase at a distorted geometry, with ωB97M-V/def2-TZVPD.

Structure (XYZ):
```
12
Properties=species:S:1:pos:R:3:forces:R:3:lowdin_charge:R:1
C 0.375731 1.263506 0.055828 -1.14 -1.81 -1.58 -0.187
H -0.331375 -1.929051 -0.574618 -0.08 0.18 -1.76 0.094
O -2.544336 -0.512055 -0.164225 0.75 1.05 0.18 -0.044
C 1.004733 -0.149530 -0.069816 0.52 -0.67 -0.46 -0.161
H -0.244132 -1.715068 0.954089 -0.23 0.47 2.00 0.089
C -0.150514 -1.117832 0.089623 -0.95 2.39 -0.60 -0.021
H 0.680864 1.745659 -0.831243 0.73 1.63 -0.31 0.095
H 1.510316 -0.281349 -1.107415 -0.65 0.27 2.02 0.139
H 0.477309 1.715450 0.985670 1.26 1.20 1.38 0.092
N -1.066621 1.186717 -0.064914 -0.63 -0.74 -0.23 0.088
N -1.414279 -0.002054 -0.054066 0.28 -3.52 0.09 -0.292
H 1.702306 -0.204392 0.781091 0.16 -0.45 -0.73 0.107
```
Positions in Å, forces in eV/Å.

Summary:
Total energy, hartree: -302.53902
SMILES: [O-][N+]1=NCCC1
Charge: 0
Strongest force on any atom, Eh/bohr: 0.0688
Kohn-Sham gap, Eh: 0.3844
LUMO energy, hartree: 0.03021

Record 4
Computed, not measured: 2 unconnected molecules or ions with the total composition C3H6N2O at a distorted geometry, with ωB97M-V/def2-TZVPD.

Structure (XYZ):
```
12
Properties=species:S:1:pos:R:3:forces:R:3:lowdin_charge:R:1
H -0.495810 1.118568 0.839289 -0.01 -0.24 0.28 0.018
H 0.531268 2.023137 -0.760020 -0.11 0.01 -0.02 0.057
N -0.259700 -2.801222 0.852158 0.34 0.99 -0.28 0.169
C 0.001232 0.118200 -1.198826 -0.02 -0.18 -0.09 -0.307
H -0.915513 -0.379139 -1.533241 0.13 0.07 0.08 0.123
C 0.105066 -1.746709 0.536974 -0.28 -0.77 0.13 -0.211
C 0.563921 -0.484966 0.024612 0.27 -0.47 -0.15 -0.065
N -0.257169 1.401365 -0.580005 0.14 0.27 -0.19 -0.014
H 1.553714 -0.175985 0.337419 -0.15 -0.02 -0.03 0.133
H 0.722159 0.124141 -2.026451 -0.10 0.02 0.14 0.124
H -1.200282 0.057111 1.904836 0.18 0.11 0.02 0.072
O -0.344929 0.455263 1.672856 -0.38 0.20 0.10 -0.100
```
Positions in Å, forces in eV/Å.

Summary:
Total energy, hartree: -302.50063
Charge: 0
Strongest force on any atom, Eh/bohr: 0.0211
Kohn-Sham gap (alpha / beta), Eh: 0.2576 / 0.3068
LUMO energy (alpha / beta), hartree: -0.05162 / -0.03907

Record 5
Computed, not measured: 2 unconnected molecules or ions with the total composition C3H6N2O at a distorted geometry, with ωB97M-V/def2-TZVPD.

Structure (XYZ):
```
12
Properties=species:S:1:pos:R:3:forces:R:3:lowdin_charge:R:1
H -1.189539 -1.274736 -1.330661 -0.07 0.08 -0.30 0.124
N -0.498704 -0.124823 0.277020 -0.11 0.22 -0.21 0.025
C 0.556901 1.418770 -0.959990 0.84 -0.37 -0.91 -0.103
H -0.137108 0.420811 -2.783696 0.45 0.46 -0.06 0.148
H 0.645069 1.433621 1.211397 -0.14 0.06 0.11 0.104
N 0.023465 0.448434 -1.791088 -1.04 -0.23 0.18 0.049
C 0.269656 1.011395 0.296545 0.14 0.10 0.32 -0.149
H 1.289474 2.102400 -1.348866 -0.22 0.36 0.10 0.106
H -0.110701 -1.283588 1.687948 -0.02 -0.06 0.11 -0.032
O 0.274144 -1.834713 2.396988 -0.13 0.05 0.28 -0.103
C -0.655951 -0.402850 -0.993228 0.17 -0.58 0.64 -0.194
H -0.214232 -1.595394 3.195915 0.13 -0.09 -0.26 0.025
```
Positions in Å, forces in eV/Å.

Summary:
Total energy, hartree: -302.66446
SMILES: c1c[nH]cn1.O
Charge: 0
Strongest force on any atom, Eh/bohr: 0.0252
Kohn-Sham gap, Eh: 0.3725
LUMO energy, hartree: 0.02799

Record 6
Computed, not measured: C3H6N2O in the gas phase at a distorted geometry, with ωB97M-V/def2-TZVPD.

Structure (XYZ):
```
12
Properties=species:S:1:pos:R:3:forces:R:3:lowdin_charge:R:1
H 0.393709 2.724284 1.763453 -0.03 -0.08 -0.14 0.086
H 0.066827 0.745853 -1.032163 2.60 -1.11 -1.68 0.188
O 0.605312 2.030293 1.127359 -0.16 0.35 0.19 -0.089
C -0.910833 -1.079799 -0.101577 -0.46 -0.13 0.42 -0.111
C 0.830844 -0.049358 -0.503858 -0.42 1.17 -0.59 -0.152
H 1.904966 0.165588 -0.400663 -0.77 0.44 -0.08 0.126
H 0.480100 -1.854726 -1.559557 -0.27 0.25 0.19 0.104
C -0.297917 0.233065 0.390310 -0.22 -0.22 1.43 -0.366
H -1.245263 -1.688245 0.732968 -0.12 -0.31 -0.10 0.110
N 0.426141 -1.435986 -0.633133 -0.08 0.12 -0.22 -0.039
H -1.674875 -1.034676 -0.889618 0.00 0.31 0.37 0.120
N -0.579012 1.243708 1.106480 -0.08 -0.81 0.23 0.023
```
Positions in Å, forces in eV/Å.

Summary:
Total energy, hartree: -302.50524
SMILES: ON=C1CNC1
Charge: 0
Strongest force on any atom, Eh/bohr: 0.0640
Kohn-Sham gap, Eh: 0.3528
LUMO energy, hartree: 0.03560

Record 7
Computed, not measured: C3H6N2O in the gas phase at a distorted geometry, with ωB97M-V/def2-TZVPD.

Structure (XYZ):
```
12
Properties=species:S:1:pos:R:3:forces:R:3:lowdin_charge:R:1
N -0.974554 0.706099 0.238125 -0.63 0.03 -0.17 0.096
H -1.058691 1.481912 -0.406697 -0.19 -0.06 0.02 0.161
H -0.038799 -1.110811 0.609607 0.50 0.58 0.11 0.135
H 2.181948 0.214690 -1.229774 -0.06 0.17 -0.74 0.069
C -1.640383 0.768666 1.437352 -0.32 0.14 0.15 -0.325
H 2.073346 -1.476075 -1.823780 -0.12 0.12 0.96 0.081
N 0.221613 -0.462983 -1.371421 -0.23 1.30 0.54 -0.028
O -2.378063 1.671052 1.742973 0.25 -0.23 0.04 0.055
H -1.419421 -0.099266 2.087212 -0.08 0.14 -0.04 0.138
H 1.596778 -0.649398 0.028666 1.95 -1.80 -1.58 0.100
C 1.616177 -0.714408 -1.157580 0.66 -0.14 1.38 -0.169
C -0.179952 -0.329478 -0.154684 -1.74 -0.25 -0.67 -0.314
```
Positions in Å, forces in eV/Å.

Summary:
Total energy, hartree: -302.58488
SMILES: C/N=C/NC=O
Charge: 0
Strongest force on any atom, Eh/bohr: 0.0602
Kohn-Sham gap, Eh: 0.3585
LUMO energy, hartree: 0.02530

Record 8
Computed, not measured: a molecular structure, C3H6N2O, with ωB97M-V/def2-TZVPD.

Structure (XYZ):
```
12
Properties=species:S:1:pos:R:3:forces:R:3:lowdin_charge:R:1
C 0.573639 0.957090 -0.204763 -0.02 0.53 -0.07 -0.324
H -2.692873 0.062461 -0.394337 0.10 -0.02 -0.16 0.096
O 1.107088 1.967474 -0.529140 -0.33 -0.45 0.29 0.083
H -1.302812 -1.680822 0.202585 0.04 0.25 -0.01 0.075
H 2.169162 -0.840880 0.415211 0.02 0.13 0.04 0.104
N -0.826110 -1.100733 -0.488910 -0.04 -0.24 0.16 0.001
C -0.575713 0.254824 0.006093 0.09 0.32 -0.16 -0.304
H 0.940516 -0.424378 1.469234 0.28 -0.17 0.09 0.083
H -1.689998 0.344593 -1.907376 0.02 -0.25 0.07 0.102
H 2.320141 0.505275 1.420403 0.02 -0.09 -0.20 0.105
N 1.687821 -0.075633 0.877192 0.10 -0.21 0.18 0.141
C -1.710862 0.030729 -0.866196 -0.29 0.19 -0.22 -0.162
```
Positions in Å, forces in eV/Å.

Summary:
Total energy, hartree: -302.54280
Charge: 0
Strongest force on any atom, Eh/bohr: 0.0122
Kohn-Sham gap, Eh: 0.3062
LUMO energy, hartree: 0.02250

Record 9
Computed, not measured: 2 unconnected molecules or ions with the total composition C3H6N2O at a distorted geometry, with ωB97M-V/def2-TZVPD.

Structure (XYZ):
```
12
Properties=species:S:1:pos:R:3:forces:R:3:lowdin_charge:R:1
C 0.060669 -0.729156 -0.744740 -0.31 1.42 -1.65 -0.033
O -2.056852 1.742762 -1.071988 -0.01 -0.80 0.49 -0.026
H 0.919714 -0.569668 2.316449 -0.06 -0.24 -0.01 0.190
H -0.764352 -1.948545 1.051551 -0.47 0.09 -0.31 0.159
H -1.859479 0.851930 -0.750589 -0.64 0.21 0.05 -0.001
N 0.781110 -0.548140 1.313237 -0.91 0.14 -0.59 0.141
H 2.311940 0.850307 0.795023 -0.07 0.19 -0.11 0.163
N 0.952373 0.254937 -0.776979 0.59 -0.82 0.30 0.142
H -1.224804 1.956336 -1.478238 0.55 0.70 -0.57 0.023
H -0.377470 -0.987618 -1.696270 -0.47 -0.49 0.23 0.149
C 1.453039 0.286545 0.458514 -0.03 0.24 0.37 -0.008
C -0.195889 -1.159690 0.584031 1.83 -0.63 1.80 0.102
```
Positions in Å, forces in eV/Å.

Summary:
Total energy, hartree: -302.32212
2S+1: 2
Charge: +1
Expectation value of S²: 0.76
Strongest force on any atom, Eh/bohr: 0.0514
Kohn-Sham gap (alpha / beta), Eh: 0.3767 / 0.2252
LUMO energy (alpha / beta), hartree: -0.17745 / -0.32867

Record 10
Computed, not measured: 2 unconnected molecules or ions with the total composition C3H6N2O2, with ωB97M-V/def2-TZVPD.

Structure (XYZ):
```
13
Properties=species:S:1:pos:R:3:forces:R:3:lowdin_charge:R:1
C 0.321074 0.034727 0.060605 -0.08 -0.02 -0.03 -0.631
H 1.898280 -1.103220 0.714760 -0.10 0.01 -0.02 0.158
H -0.844414 -2.236687 0.762510 0.13 -0.04 0.04 0.128
O 1.103079 0.991238 -0.211433 -0.14 -0.21 0.07 -0.015
H -1.418776 2.361718 -0.591721 0.16 -0.07 -0.03 0.046
O 0.803445 -3.255246 1.383503 -0.19 0.40 -0.18 0.048
N 0.895444 -1.123858 0.582337 0.07 -0.04 0.03 0.138
H -0.323133 1.828549 -1.942219 0.00 0.02 0.16 0.066
N -0.936020 0.239054 -0.185449 0.16 -0.09 0.08 0.110
H 0.311478 2.877389 -0.594475 -0.09 -0.12 -0.01 0.057
C -0.409068 2.130492 -0.906532 -0.10 0.24 -0.16 0.147
C 0.245557 -2.282931 0.934039 0.06 -0.13 0.06 -0.318
H -1.646946 -0.461223 -0.005924 0.11 0.07 -0.01 0.068
```
Positions in Å, forces in eV/Å.

Summary:
Total energy, hartree: -377.81831
Charge: 0
Strongest force on any atom, Eh/bohr: 0.0092
Kohn-Sham gap, Eh: 0.3665
LUMO energy, hartree: 0.00251